Entry from OMol25: a 10-piece molecular cluster, C37H70O30 overall in a non-equilibrium geometry (ωB97M-V/def2-TZVPD).

Structure (XYZ):
```
137
Properties=species:S:1:pos:R:3:forces:R:3
C 1.791628 -7.858254 -2.590932 -1.123 -0.690 -0.502
C 0.613905 -6.853254 -2.768671 2.880 0.029 1.635
C 1.019700 -5.612909 -1.880056 -1.579 -1.730 0.567
O 1.180358 -4.646644 -2.840935 0.827 2.503 1.017
C 1.066743 -5.096444 -4.065901 0.586 3.661 -3.505
O 1.216499 -4.394323 -5.058375 -0.116 -1.152 1.768
O 0.749372 -6.332323 -4.104178 -1.302 -3.092 0.418
H 1.814464 -8.410075 -1.651208 -0.643 -0.022 0.083
H 2.786509 -7.413308 -2.609035 -0.249 0.490 -0.525
H 1.663627 -8.558118 -3.416703 0.473 -0.306 0.122
H -0.385492 -7.241071 -2.571445 0.193 -0.044 -0.314
H 1.901588 -5.799088 -1.267102 0.381 0.066 -0.496
H 0.259763 -5.345762 -1.145737 -0.336 0.282 -0.295
C -8.714086 -12.503808 -2.113055 -0.061 0.574 1.471
C -7.625743 -11.996384 -3.005539 -1.446 0.366 -1.368
C -8.112044 -10.875818 -4.003712 0.322 -1.846 -0.324
O -7.033530 -9.937928 -3.963666 -0.443 0.733 -1.269
C -6.289372 -10.116769 -2.895598 1.420 1.063 3.696
O -5.492376 -9.339282 -2.346662 -2.326 -2.486 -2.486
O -6.667196 -11.301513 -2.296352 1.787 1.203 1.207
H -9.066955 -11.672847 -1.502254 -0.261 0.242 -0.115
H -8.256868 -13.150950 -1.364553 -0.195 -0.496 -0.210
H -9.585830 -12.955499 -2.586498 0.362 -0.154 -0.249
H -7.137198 -12.874023 -3.428822 0.013 0.223 -0.816
H -9.076646 -10.414732 -3.791472 0.254 0.240 0.714
H -8.260532 -11.314109 -4.990606 0.552 0.315 -0.254
C -4.269950 -14.665783 2.032803 0.460 -0.173 -0.040
O -3.350486 -15.821017 2.078160 0.318 0.441 0.098
C -3.794670 -17.057812 2.371731 -4.690 1.235 0.963
O -5.055140 -17.290532 2.424467 5.095 -0.214 -0.255
O -2.751017 -17.836112 2.719057 -1.454 -0.004 -0.760
C -3.062445 -19.223433 2.955010 0.116 -0.764 0.263
H -5.161482 -14.898015 1.450272 0.052 -0.036 0.435
H -3.773626 -13.786083 1.623041 0.657 -0.738 -0.991
H -4.429937 -14.195947 3.003241 -0.623 -1.184 0.575
H -2.113163 -19.758605 2.978960 0.048 0.314 -0.067
H -3.691093 -19.708831 2.208494 0.012 0.587 -0.333
H -3.556943 -19.410665 3.908174 -0.002 0.554 0.107
C -10.223921 -9.643730 4.201679 -0.888 0.258 1.018
O -8.942451 -9.544905 4.837156 0.544 -2.075 -0.325
C -8.235550 -10.686091 5.157529 2.498 1.426 1.667
O -7.110137 -10.547123 5.672984 -3.495 -1.056 -1.599
O -8.883573 -11.850862 4.911425 -1.473 2.970 -0.976
C -8.539112 -12.994464 5.564572 1.622 -2.417 1.368
H -10.550503 -8.609292 4.094913 0.404 -0.041 -0.844
H -10.996412 -9.993697 4.886425 0.252 -0.563 0.352
H -10.287747 -10.287336 3.324301 0.454 0.421 -0.151
H -9.304822 -13.765198 5.652624 -0.783 0.607 -0.731
H -8.283851 -12.845986 6.613806 0.513 0.432 -0.116
H -7.731777 -13.486058 5.021759 0.344 0.023 0.310
C -12.692892 -12.342126 -6.528755 -0.735 -1.290 0.196
O -11.851187 -12.943256 -7.518268 -0.772 1.546 -0.570
C -11.118321 -13.978508 -7.254314 1.347 -2.672 2.365
O -11.069204 -14.665113 -6.228062 -0.520 1.443 -1.152
O -10.357308 -14.215173 -8.298511 1.237 0.271 -1.442
C -9.305152 -15.221157 -8.311369 -1.284 -0.538 0.052
H -12.408661 -12.728170 -5.549842 0.336 0.705 0.133
H -13.704387 -12.727584 -6.656769 -0.096 -0.042 -0.271
H -12.756441 -11.267149 -6.697541 0.609 -0.179 0.252
H -8.558452 -15.125878 -7.523047 -0.223 0.372 -0.026
H -8.868247 -15.205223 -9.309854 0.015 0.475 0.218
H -9.795439 -16.191130 -8.228447 0.116 -0.076 0.279
C -14.775095 -12.798487 -1.228342 -1.080 0.395 1.166
C -14.532472 -11.689164 -0.195502 -0.917 -0.426 -0.628
O -13.750324 -10.732697 -0.857864 1.859 2.117 -0.096
C -13.521821 -9.496275 -0.300546 -2.633 -1.366 2.366
O -14.073484 -9.066719 0.704835 0.639 -0.826 -1.231
O -12.654131 -8.866122 -1.006465 0.702 -1.301 -2.375
C -12.297681 -7.580134 -0.727620 1.647 2.324 1.729
H -15.604467 -13.352938 -0.789211 0.188 -0.651 0.044
H -13.914801 -13.447605 -1.391534 -0.140 0.220 -0.247
H -15.250711 -12.379099 -2.114905 0.649 0.030 -0.284
H -14.075041 -12.094382 0.707082 0.221 0.268 0.035
H -15.478708 -11.208369 0.052624 -0.077 -0.179 0.285
H -12.544699 -6.835051 -1.483873 -0.507 -0.411 -0.088
H -11.215329 -7.535790 -0.606606 0.251 -0.246 -0.475
H -12.595318 -7.266898 0.273080 -0.767 0.042 -0.207
C -9.473929 -3.006070 7.175302 0.671 -0.477 0.355
C -8.350583 -3.983455 6.744907 -0.799 -0.051 2.186
O -7.920260 -3.783384 5.439338 0.020 0.966 -0.530
C -6.941060 -4.568278 5.009608 0.497 -3.340 2.539
O -6.318486 -5.409198 5.671834 -0.938 2.025 -0.937
O -6.917768 -4.450099 3.735966 0.393 0.133 -3.570
C -6.164474 -5.336825 2.886616 0.897 -0.582 0.064
H -10.374214 -3.116884 6.570881 0.208 0.346 -0.197
H -9.144346 -1.979328 7.334228 0.042 0.129 -0.857
H -9.770125 -3.244892 8.196739 -0.006 -0.585 0.050
H -8.718258 -5.002554 6.864660 -0.147 -0.149 -0.254
H -7.509850 -3.945588 7.437625 0.111 0.318 -0.009
H -6.531060 -5.326918 1.860154 -0.362 0.728 0.283
H -6.169854 -6.395138 3.147476 -0.497 0.145 0.784
H -5.104600 -5.082613 2.874189 -0.087 0.393 0.098
C 2.310781 -9.035874 -8.515167 -0.158 -0.777 1.915
C 0.900287 -8.722102 -8.973175 0.955 1.301 -1.274
O -0.193215 -9.303655 -8.227955 0.152 -0.961 -0.745
C -0.897688 -10.302023 -8.820182 0.581 -1.027 -1.235
O -0.716080 -10.717765 -9.970901 -0.932 0.771 2.886
O -1.760494 -10.783124 -7.863684 0.639 0.637 -1.127
C -2.680524 -11.846703 -8.133483 -0.480 -0.216 0.186
H 2.465457 -8.624033 -7.517879 0.142 -0.105 0.165
H 3.149692 -8.683049 -9.115036 -0.584 0.305 -0.489
H 2.432660 -10.116471 -8.440570 0.045 -0.124 0.026
H 0.993292 -8.941618 -10.036779 -1.396 -0.443 -0.040
H 0.747211 -7.644880 -8.907937 -0.193 -0.047 0.116
H -3.556246 -11.586587 -8.728088 0.427 0.551 -0.555
H -3.145437 -12.074595 -7.174304 0.502 -0.097 0.192
H -2.228916 -12.747979 -8.548042 0.279 0.246 0.000
C -5.937383 -7.491662 -10.287087 1.449 1.385 1.150
C -5.250898 -6.902467 -9.025409 -1.149 -0.384 0.304
O -4.020900 -6.233908 -9.217533 0.483 1.942 -1.433
C -4.026077 -5.001449 -9.819966 -2.215 2.490 -0.177
O -4.998778 -4.327898 -10.272360 2.864 -3.031 1.414
O -2.791718 -4.489889 -9.716217 -0.394 -1.454 0.454
C -2.462580 -3.188886 -10.176911 0.069 0.012 -0.505
H -6.314161 -6.590360 -10.770620 -0.605 -0.441 -0.287
H -6.684615 -8.171176 -9.877201 -0.100 -0.072 -0.726
H -5.177270 -7.905705 -10.949579 -0.289 -0.578 0.099
H -5.024533 -7.619390 -8.236190 0.137 -0.352 -0.363
H -5.987763 -6.244627 -8.564549 0.127 0.417 -0.007
H -3.280943 -2.474596 -10.086551 0.003 -0.194 0.107
H -2.153557 -3.278765 -11.218322 -0.130 0.187 -0.087
H -1.587103 -2.893838 -9.598491 -0.232 0.056 0.067
C -5.909705 -18.299291 -3.058188 0.469 -0.452 1.401
C -6.488762 -18.691115 -4.335171 -2.263 1.806 -1.197
O -5.608687 -19.307659 -5.224637 -0.015 -1.724 -0.631
C -4.756812 -18.643084 -5.975401 2.315 1.893 0.159
O -4.528600 -17.434774 -5.948753 -0.725 -1.918 -0.245
O -4.033461 -19.553538 -6.672770 -1.075 -0.775 0.043
C -2.755274 -19.271925 -7.230239 0.053 1.560 0.032
H -5.032930 -17.662544 -3.176182 -0.131 0.014 0.236
H -5.688045 -19.221931 -2.521811 0.596 0.083 0.196
H -6.698706 -17.849652 -2.455372 0.168 0.445 -0.037
H -6.967241 -17.840433 -4.820455 0.497 0.527 -0.309
H -7.400513 -19.264105 -4.166394 0.529 -1.086 -0.198
H -2.360696 -20.077038 -7.850076 -0.541 -0.455 0.569
H -2.088292 -19.017508 -6.406532 0.234 -0.133 -0.171
H -2.801789 -18.418882 -7.907189 -0.128 0.237 0.154
```
Positions in Å, forces in eV/Å.

Results
ΔE to the lowest compared entry with this formula, charge and spin: 0.000 eV
Kohn-Sham gap: 10.38 eV
SMILES: C[C@H]1COC(=O)O1.C[C@H]1COC(=O)O1.CCOC(=O)OC.CCOC(=O)OC.CCOC(=O)OC.CCOC(=O)OC.CCOC(=O)OC.COC(=O)OC.COC(=O)OC.COC(=O)OC
Net charge: 0

---

Entry from OMol25: a 7-piece molecular cluster, C37H73BCl12NO2P overall in a non-equilibrium geometry (ωB97M-V/def2-TZVPD).

Structure (XYZ):
```
127
Properties=species:S:1:pos:R:3:forces:R:3
C -0.273629 4.945879 0.976697 -0.246 0.017 -0.032
C -1.532333 4.039689 1.079859 0.606 0.385 0.698
C -2.833230 4.832463 1.407521 0.341 -0.273 -0.903
C -4.090901 4.251123 0.691332 -0.462 0.755 0.283
C -5.242925 3.818032 1.647230 0.233 -0.220 -0.407
C -5.299522 2.278857 1.867589 -0.383 0.842 0.372
C -5.676522 1.502872 0.573264 -0.241 -0.156 0.775
C -4.881017 0.191774 0.361251 0.316 0.304 0.177
C -3.347462 0.402574 0.486116 -0.148 0.045 -0.837
C -2.492598 -0.585122 -0.382279 -0.474 0.873 0.132
C -1.445147 0.255634 -1.165779 0.120 -0.681 -0.145
C -0.167495 -0.536645 -1.617670 -0.426 0.616 -0.860
P 1.355689 0.426011 -1.110407 -1.119 -0.019 -0.553
C 0.975283 0.160578 0.766505 0.391 -0.605 1.010
C 0.850492 -1.317526 1.242635 -0.287 0.185 0.625
C 1.475906 -1.516683 2.672152 -1.008 1.082 0.116
C 0.332068 -1.117629 3.662377 0.599 -0.857 0.068
C -0.574996 -2.155334 3.924292 -0.792 0.954 0.419
C -1.703358 -1.953709 4.769573 1.455 1.559 -1.467
C -1.847488 -0.668903 5.291086 -1.109 -0.109 0.769
C -0.952171 0.375261 5.069263 0.599 0.107 -0.604
C 0.150964 0.166746 4.241590 0.299 -1.224 -0.612
C 1.773511 0.902838 -2.922374 0.865 0.091 -0.362
C 2.516628 -0.172944 -3.748272 -0.253 0.893 -1.831
O 1.997524 -1.507198 -3.621499 0.423 0.096 0.435
C 2.341670 0.191699 -5.255082 -0.598 -0.003 -0.381
N 3.022480 1.449597 -5.614402 0.235 -0.578 0.178
B 3.121985 -0.256642 -0.766607 1.310 -0.219 -0.256
C 4.298469 0.800586 -0.507467 -0.983 0.531 0.471
O 3.445495 -1.608529 -0.761539 -0.718 0.465 0.677
H -0.489094 5.864008 0.400313 0.026 -0.363 0.191
H 0.540954 4.424138 0.449563 -0.192 0.121 0.313
H 0.081370 5.252464 1.975160 -0.083 -0.080 -0.377
H -1.338001 3.331220 1.907854 -0.141 -0.056 -0.530
H -1.598320 3.471050 0.138907 -0.335 0.198 0.314
H -3.012336 4.906661 2.492060 0.192 -0.112 -0.316
H -2.657356 5.861601 1.041681 -0.245 -0.337 0.217
H -4.493429 5.060217 0.052261 0.210 -0.377 0.138
H -3.813953 3.433898 0.006101 -0.043 0.252 0.317
H -5.121172 4.350732 2.608495 -0.101 -0.301 -0.321
H -6.201061 4.165418 1.221101 0.221 -0.238 0.188
H -4.337538 1.984002 2.316389 -0.279 -0.144 -0.322
H -6.073535 2.111974 2.640788 0.388 -0.182 -0.253
H -6.747025 1.238807 0.660229 0.352 0.157 -0.199
H -5.604831 2.198868 -0.280563 0.241 -0.476 0.102
H -5.204627 -0.573038 1.088246 -0.043 0.232 -0.271
H -5.113435 -0.186681 -0.650552 0.120 0.039 0.395
H -2.994923 0.436114 1.530727 -0.195 -0.195 -0.344
H -3.152970 1.415834 0.080827 -0.030 -0.392 0.203
H -3.167850 -1.060566 -1.118466 0.345 0.060 0.294
H -2.061349 -1.400751 0.217045 0.066 0.386 -0.138
H -1.173387 1.175432 -0.618765 -0.094 -0.528 0.050
H -1.959700 0.619411 -2.074627 0.254 -0.101 0.358
H -0.174303 -1.598202 -1.333116 0.081 0.448 0.327
H -0.184564 -0.528713 -2.718037 0.239 -0.255 0.457
H 1.165882 1.835808 -0.864970 0.095 -0.243 0.022
H 0.087954 0.715881 1.126907 0.341 -0.035 -0.334
H 1.833515 0.605875 1.325534 -0.338 0.014 -0.349
H 1.188841 -2.077438 0.519373 0.257 0.435 0.154
H -0.228264 -1.506271 1.391904 0.433 -0.163 -0.350
H 1.836147 -2.542259 2.844010 -0.388 0.241 0.068
H 2.327340 -0.842357 2.845456 -0.147 -0.224 -0.266
H -0.408704 -3.128572 3.463781 -0.009 0.423 0.019
H -2.413900 -2.752504 4.934580 -0.200 0.615 -0.017
H -2.730497 -0.478019 5.912240 0.351 0.023 -0.156
H -1.089820 1.378978 5.480248 -0.224 -0.456 0.043
H 0.888041 0.936974 3.989330 -0.389 -0.129 0.293
H 2.444523 1.786841 -2.881403 -0.229 -0.385 0.041
H 0.900990 1.254688 -3.510343 0.160 -0.212 0.440
H 3.618613 -0.165483 -3.607263 -0.478 -0.065 0.467
H 2.660452 -2.012871 -3.134481 -0.305 -0.039 0.041
H 1.264713 0.340644 -5.469219 0.361 -0.176 0.330
H 2.650193 -0.644170 -5.910958 -0.020 0.294 0.602
H 2.571269 1.883068 -6.413976 0.160 -0.126 0.096
H 3.969846 1.195240 -5.886976 -0.124 0.397 -0.079
H 3.829515 1.782063 -0.298899 0.402 -0.288 -0.031
H 4.921092 0.949733 -1.406411 -0.139 -0.301 0.333
H 4.917298 0.548146 0.371614 0.005 -0.008 -0.439
H 4.067228 -1.769921 -0.035583 0.315 -0.123 -0.562
Cl -1.021175 -4.342660 5.508239 0.472 -1.989 0.803
C -0.562996 -6.069673 5.510761 -0.047 -0.028 0.065
C -0.906807 -6.754743 6.811324 -0.018 -0.192 -0.107
Cl 0.107115 -6.173733 8.156997 0.005 0.027 0.041
H 0.502784 -6.133640 5.296905 -0.013 0.054 0.085
H -1.105598 -6.541403 4.691629 -0.046 -0.002 0.063
H -0.732904 -7.826946 6.722434 0.045 0.034 -0.012
H -1.948787 -6.600338 7.083045 0.052 0.103 0.013
Cl 0.728643 -1.796826 -8.972574 0.009 0.037 -0.006
C 1.639781 -3.298743 -8.669005 -0.012 -0.146 -0.041
C 2.455611 -3.214560 -7.403894 -0.078 -0.122 0.146
Cl 3.807005 -2.064490 -7.556875 0.169 -0.111 -0.193
H 2.265167 -3.496379 -9.537069 0.016 0.097 0.031
H 0.908776 -4.102067 -8.584908 -0.001 0.041 0.076
H 2.891248 -4.187359 -7.178770 0.006 0.012 -0.078
H 1.847003 -2.908135 -6.553656 0.038 0.105 -0.039
Cl -2.834676 3.225624 -2.829290 -0.010 0.011 0.053
C -4.134529 4.395712 -3.173468 -0.128 0.005 -0.082
C -3.595998 5.768790 -3.494978 -0.082 0.009 -0.105
Cl -2.861624 6.547835 -2.071545 0.068 0.015 0.025
H -4.801194 4.419676 -2.313214 0.105 0.013 0.044
H -4.690163 4.009253 -4.027338 0.061 0.032 -0.025
H -4.408537 6.414601 -3.826381 -0.028 -0.047 0.056
H -2.847017 5.731148 -4.283141 0.041 -0.050 0.086
Cl 5.509089 1.587915 7.553983 0.011 0.027 -0.022
C 3.739284 1.477801 7.370642 -0.094 0.024 0.063
C 3.327391 0.320811 6.495332 -0.187 -0.098 0.111
Cl 3.785115 0.569651 4.790621 0.112 0.043 0.003
H 3.382672 2.425815 6.973309 0.070 -0.036 -0.058
H 3.325219 1.347256 8.369769 0.015 -0.072 -0.029
H 2.242677 0.208760 6.516813 0.012 0.059 -0.033
H 3.772977 -0.613556 6.830114 0.079 0.057 -0.046
Cl 0.358846 2.160171 -10.156513 -0.028 -0.015 0.019
C 0.985438 0.972060 -11.328549 0.102 -0.079 -0.030
C 0.928638 1.486515 -12.745705 0.127 -0.026 -0.037
Cl -0.744466 1.635223 -13.341764 -0.011 0.031 0.001
H 0.415901 0.053093 -11.213231 -0.050 0.071 -0.017
H 2.019303 0.769528 -11.050819 -0.010 0.039 -0.028
H 1.440030 0.790201 -13.409534 -0.035 -0.039 0.053
H 1.406380 2.459694 -12.836858 -0.088 0.011 0.047
Cl 3.916537 -4.735390 7.003613 0.002 0.031 -0.015
C 4.378505 -6.456063 7.010630 0.000 -0.092 -0.080
C 4.042092 -7.130144 8.317888 -0.071 -0.124 -0.021
Cl 5.060891 -6.544718 9.657528 -0.011 0.023 0.008
H 5.441759 -6.520017 6.788945 -0.014 0.058 0.080
H 3.830699 -6.934029 6.198842 -0.046 -0.004 0.063
H 4.215797 -8.202604 8.233508 0.053 0.035 -0.039
H 3.000897 -6.972242 8.591134 0.045 0.087 -0.008
```
Positions in Å, forces in eV/Å.

Results
Kohn-Sham gap: 7.46 eV
SMILES: CCCCCCCCCCCC[PH](CCCc1ccccc1)(C[C@@H](O)CN)B(C)O.ClCCCl.ClCCCl.ClCCCl.ClCCCl.ClCCCl.ClCCCl
Net charge: 0